The following is a quantum chemistry calculation of a structure of composition C5H8CuN5O8 in a non-equilibrium geometry, from OMol25.

Computed properties:
charge = -2
LUMO = 4.78 eV
spin multiplicity = 1

```
27
Properties=species:S:1:pos:R:3:forces:R:3
Cu 0.989439 0.487646 -0.184451 0.322 0.463 -0.209
N -1.377480 -1.633927 0.011801 -0.139 -0.022 0.004
N -2.470809 -0.780370 -0.232046 0.050 -0.012 0.270
C -2.472467 0.525173 0.104517 -0.463 0.232 -0.084
N -3.705268 1.129984 0.179672 0.237 0.123 -0.085
N -1.323700 1.077616 0.387060 0.670 -0.328 -0.045
N -1.223080 2.407459 0.641498 -0.814 0.539 0.559
O -2.147794 3.204090 0.355911 0.014 -0.101 -0.261
O -0.223743 2.773571 1.190982 0.271 -0.036 -0.032
H -0.640696 -1.457960 -0.684057 0.067 -0.123 -0.092
H -0.936891 -1.358027 0.890938 -0.017 0.024 0.019
H -3.354186 -1.244605 -0.109513 -0.110 -0.004 -0.062
H -4.406247 0.747458 -0.434346 0.023 -0.046 0.000
H -3.570875 2.139225 0.133990 -0.194 -0.006 -0.026
O 1.738712 -2.720177 1.991082 0.044 0.092 -0.155
C 1.584202 -1.835487 1.143105 -0.071 -0.078 0.481
O 1.261075 -0.618993 1.398032 0.009 -0.599 0.378
C 1.709949 -2.199777 -0.386639 0.044 -0.002 -0.422
O 2.333343 -3.206525 -0.727421 -0.034 0.081 0.130
O 1.109042 -1.381135 -1.174450 0.147 -0.653 -0.112
C 3.823754 1.149791 -1.082625 -0.075 0.073 -0.121
C 2.788578 2.114259 -1.678854 0.028 0.121 -0.071
O 3.197594 3.052972 -2.385739 -0.047 -0.089 0.035
O 1.567878 1.890352 -1.390094 0.091 0.396 -0.172
H 4.782893 1.261670 -1.589384 -0.010 0.036 0.005
H 3.471639 0.121225 -1.162416 -0.005 -0.019 0.048
H 3.949334 1.384193 -0.023055 -0.036 -0.061 0.018
```
Forces are in eV/Å.

=====

The following is a quantum chemistry calculation of a structure of composition C32H42AlN4O in a non-equilibrium geometry, from OMol25.

Computed properties:
charge = -1
LUMO = 2.07 eV
spin multiplicity = 1

```
80
Properties=species:S:1:pos:R:3:forces:R:3
Al -0.162024 -1.096134 0.470665 1.002 0.742 1.573
N 1.008161 -2.846083 4.245312 -0.250 -1.296 0.499
N -0.721915 -3.096087 -2.111283 2.341 1.586 6.129
C 1.827366 1.866445 0.237464 0.512 -1.101 0.515
C 3.014837 1.220082 0.695937 -1.111 -0.040 0.699
C 2.816672 0.844095 2.055857 -1.302 0.513 -0.671
C 3.714837 0.036622 2.927157 0.387 0.008 0.214
H 4.647671 -0.183692 2.398457 0.140 0.181 0.285
H 3.327594 -0.946161 3.246322 -0.075 0.232 -0.134
H 3.909908 0.563738 3.873815 0.296 -0.057 -0.175
C 1.489499 1.227415 2.416649 0.807 1.089 -0.951
C 0.898485 1.035031 3.755080 0.327 0.846 0.735
H 1.566395 1.539171 4.473680 -0.371 -0.043 0.270
H 0.799677 -0.003432 4.061143 0.111 -0.114 0.027
H -0.094392 1.488013 3.818248 -0.026 0.096 0.132
C 0.898696 1.911150 1.315285 0.343 -1.626 0.610
C -0.331321 2.740203 1.375198 -0.113 0.739 0.062
H -1.004998 2.460466 2.200835 0.132 -0.046 -0.251
H -0.908322 2.748466 0.437214 0.044 -0.039 0.172
H -0.017443 3.786156 1.572586 -0.425 -0.129 -0.082
C 4.236862 0.985871 -0.109781 0.316 0.010 -0.261
H 4.893159 1.869261 -0.103546 0.092 -0.119 -0.118
H 3.977918 0.782334 -1.160163 0.175 -0.033 0.138
H 4.821999 0.139197 0.278953 -0.107 0.166 -0.203
C 1.626105 2.480934 -1.089931 0.120 0.419 -0.360
H 0.564209 2.689146 -1.258287 0.101 0.038 -0.145
H 1.971232 1.828889 -1.900431 -0.011 0.170 -0.009
H 2.176148 3.431754 -1.168067 -0.093 0.029 -0.229
C 0.482599 -3.933696 4.836446 -0.627 0.361 -0.785
H 0.850705 -4.183362 5.830538 0.022 0.103 -0.067
C -0.552659 -4.709410 4.274855 0.022 -0.251 1.038
H -1.039963 -5.496291 4.881319 0.421 0.472 -0.487
C -0.939557 -4.456266 2.953271 -0.048 0.107 -0.806
H -1.719469 -5.025740 2.453278 0.086 -0.262 0.185
C -0.284933 -3.473119 2.243524 -0.601 -1.345 0.900
H -0.341061 -3.316105 1.148133 -0.308 -0.565 0.784
C 0.559237 -2.605571 2.990704 -0.392 2.070 -2.747
C 0.766595 -1.335219 2.328357 1.124 -2.256 -1.005
H 1.830205 -1.101420 2.529685 -1.367 0.565 -0.531
C -0.403698 -1.778938 -1.619229 -1.073 -1.249 -3.485
C 0.341682 -3.452757 -2.865016 -1.071 0.255 -2.890
H 0.626099 -4.496571 -3.087974 -0.659 0.703 -0.156
C 0.783361 -2.321507 -3.506459 0.510 0.450 0.243
H 1.222863 -2.166392 -4.482901 -0.019 -0.418 0.578
N 0.343380 -1.228857 -2.762316 -0.038 -0.817 1.598
C 0.290971 0.085634 -3.330298 -0.245 -0.092 -1.168
C 1.316432 0.461307 -4.238540 -0.942 0.588 -0.261
C 1.083556 1.534896 -5.114948 -0.130 0.179 0.293
H 1.837044 1.799589 -5.868724 -0.119 -0.139 0.489
C -0.078560 2.304884 -5.070518 0.197 0.047 -0.078
C -0.212738 3.544521 -5.951093 -0.051 -0.002 -0.085
H -0.735694 4.356965 -5.413351 0.272 -0.368 -0.207
H -0.785245 3.350711 -6.878753 0.203 -0.027 0.409
H 0.783609 3.918412 -6.258711 -0.513 -0.193 0.218
C -1.083175 1.910394 -4.188741 0.632 0.089 -0.034
H -2.011528 2.480089 -4.200756 0.056 -0.198 0.222
C -0.932355 0.805112 -3.340870 0.547 0.073 -0.596
C -2.142979 0.362899 -2.601853 -0.818 0.162 0.768
H -2.617485 -0.518798 -3.050729 0.237 0.034 0.053
H -2.888066 1.170704 -2.597766 0.125 -0.104 -0.154
H -1.944537 0.129076 -1.556260 -0.028 -0.026 -0.188
C 2.631950 -0.223138 -4.377078 0.785 -0.083 -0.322
H 2.580451 -1.217961 -4.826273 0.148 0.280 0.268
H 3.155166 -0.285061 -3.420218 -0.042 -0.187 -0.029
H 3.250070 0.351253 -5.072854 0.044 0.117 0.252
C -4.871223 -0.046211 2.794452 0.094 -0.030 0.313
N -3.847237 0.163028 1.767963 -0.611 0.147 0.232
C -4.264235 0.870256 0.557800 -0.124 0.086 -0.243
C -2.636054 -0.322663 1.959360 1.908 -0.289 -1.896
C -2.293471 -0.886448 3.299478 -0.124 -0.037 0.644
O -1.818778 -0.303352 0.939107 -1.447 -0.225 1.403
H -5.793226 0.422857 2.445665 0.157 -0.163 0.233
H -4.561496 0.408387 3.747833 -0.278 -0.142 -0.325
H -5.039234 -1.125946 2.955152 0.011 0.480 -0.035
H -5.344616 1.002542 0.656325 0.232 0.052 -0.271
H -3.804244 1.865748 0.487353 0.088 -0.353 0.054
H -4.060351 0.312200 -0.363183 0.142 0.031 0.338
H -1.219806 -1.023935 3.436255 0.153 0.065 -0.520
H -2.633044 -0.219866 4.109462 0.007 -0.138 -0.403
H -2.782237 -1.859753 3.464711 0.090 0.221 -0.212
```
Forces are in eV/Å.

=====

The following is a quantum chemistry calculation of a structure of composition C32H72IrN14O4PS in a non-equilibrium geometry, from OMol25.

Computed properties:
charge = +3
LUMO (alpha / beta) = -7.84 / -10.34 eV
spin multiplicity = 2
<S²> = 0.75

```
125
Properties=species:S:1:pos:R:3:forces:R:3
Ir -0.370582 0.501479 0.200217 -0.804 -0.561 -0.652
C -2.224306 1.305790 -3.153970 -0.049 0.035 -0.042
N -3.079876 1.551202 -2.002254 -0.073 -0.044 -0.103
C -3.889253 2.764252 -2.088823 0.062 0.053 -0.014
C -3.228101 0.660844 -1.012698 0.006 0.051 -0.079
N -2.159385 -0.081176 -0.593537 0.042 0.060 0.278
C -2.452823 -1.480505 -0.272660 0.084 -0.026 -0.010
C -1.223387 -2.240296 -0.671800 -0.008 -0.005 -0.030
N -0.034814 -1.694465 0.057278 -0.028 0.011 0.080
C -0.044646 -2.227962 1.465144 0.018 0.059 -0.046
C 0.036985 -1.070373 2.423812 0.194 0.047 -0.006
N -1.001974 -0.061536 2.097863 0.130 0.241 0.113
C -1.691893 0.401398 3.179957 -0.024 -0.022 0.036
N -1.659710 -0.331070 4.341906 -0.034 0.074 -0.042
C -1.218554 0.266574 5.598499 0.006 -0.006 -0.005
C -2.094629 -1.717529 4.388074 0.010 -0.014 0.004
N -2.471977 1.478787 3.200691 0.020 0.009 -0.011
C -2.480854 2.513666 2.183777 -0.011 -0.019 -0.008
C -3.342877 1.763655 4.351786 -0.053 -0.060 -0.049
C 1.141213 -2.225398 -0.724141 0.000 0.028 -0.026
C 2.537902 -1.839695 -0.301672 -0.019 -0.053 -0.017
N 2.896722 -0.461831 -0.611110 -0.013 -0.087 -0.026
C 4.146358 -0.131402 -0.352832 0.235 0.164 -0.032
N 4.640001 1.071868 -0.729270 -0.071 -0.051 0.005
C 5.704105 1.733516 0.024873 0.016 0.018 0.040
C 3.843868 1.953039 -1.547119 -0.069 0.070 0.009
N 5.066152 -0.968883 0.239962 -0.157 -0.158 -0.165
C 6.348421 -1.233035 -0.407976 0.040 0.049 0.013
C 4.845705 -1.672049 1.486079 -0.034 -0.005 0.062
N -4.446805 0.471070 -0.499247 0.037 -0.016 -0.029
C -5.670124 0.645218 -1.290352 -0.037 -0.033 -0.003
C -4.678120 -0.005579 0.858508 -0.083 0.049 0.051
H -1.525324 2.130250 -3.301410 -0.125 -0.050 -0.021
H -2.841525 1.234499 -4.052076 -0.015 -0.008 0.005
H -1.691103 0.366185 -3.029089 -0.017 0.037 0.008
H -3.223066 3.594959 -2.324023 0.003 0.009 0.015
H -4.365498 2.963900 -1.132874 0.014 0.013 -0.018
H -4.647229 2.700338 -2.870226 0.024 0.017 0.001
H -3.318604 -1.843264 -0.828469 0.019 0.002 -0.011
H -2.653143 -1.611740 0.795493 0.023 -0.035 -0.034
H -1.061560 -2.100510 -1.741450 0.001 -0.025 -0.001
H -1.303786 -3.312925 -0.485728 -0.007 0.005 0.030
H 0.798281 -2.903905 1.605669 0.006 0.005 0.003
H -0.955997 -2.806355 1.614720 -0.006 0.003 -0.004
H 1.007246 -0.590602 2.295263 -0.001 -0.027 0.043
H -0.000082 -1.398958 3.453001 -0.090 -0.092 -0.030
H -0.818318 1.261518 5.412212 -0.001 0.000 0.003
H -0.415797 -0.346726 6.014748 -0.001 0.004 0.001
H -2.021606 0.321642 6.335998 -0.004 0.005 -0.002
H -2.410904 -2.046840 3.398755 0.000 0.002 0.006
H -2.946108 -1.818623 5.065188 0.003 0.005 0.001
H -1.303167 -2.382187 4.746451 -0.005 0.000 0.003
H -2.494587 2.054890 1.201009 -0.058 0.000 0.005
H -1.617252 3.167761 2.298977 0.040 -0.036 -0.025
H -3.396282 3.090708 2.286058 0.036 0.030 0.043
H -3.649797 0.843689 4.836355 0.011 -0.008 0.008
H -4.226982 2.278168 3.984665 -0.003 -0.013 0.001
H -2.843117 2.409752 5.072293 0.002 0.009 0.006
H 0.985995 -1.978244 -1.775561 -0.009 0.003 0.017
H 1.059475 -3.314208 -0.660243 0.036 -0.002 -0.029
H 3.199527 -2.537931 -0.827284 0.029 0.012 0.041
H 2.641622 -2.078906 0.755878 -0.009 0.080 0.079
H 6.300545 1.016424 0.574405 -0.018 0.007 0.012
H 5.271288 2.439330 0.737587 -0.011 0.025 -0.010
H 6.355116 2.270142 -0.663980 0.002 -0.007 0.000
H 3.486250 1.409318 -2.417297 -0.032 -0.012 -0.013
H 4.468847 2.772816 -1.896527 0.012 -0.019 -0.024
H 3.004445 2.377423 -0.984853 -0.005 0.008 0.003
H 6.471400 -0.594469 -1.278295 -0.008 -0.015 -0.009
H 6.400913 -2.274735 -0.732586 -0.005 -0.005 0.025
H 7.175789 -1.049840 0.281113 0.005 0.012 -0.009
H 4.021683 -1.216156 2.030843 -0.037 0.013 0.045
H 5.741111 -1.572609 2.103100 -0.002 0.015 0.010
H 4.657585 -2.742533 1.354147 -0.005 0.010 -0.011
H -5.430347 0.733460 -2.345195 -0.024 -0.046 0.035
H -6.235451 1.518665 -0.965557 0.007 -0.004 -0.010
H -6.288730 -0.240651 -1.148738 -0.007 0.006 0.012
H -3.754864 0.004597 1.424049 0.059 0.059 0.072
H -5.097754 -1.013167 0.850952 0.011 0.010 -0.001
H -5.396552 0.658463 1.341359 0.003 -0.006 -0.002
C 1.748271 1.268510 -4.483314 -0.008 0.023 -0.002
C 1.197991 2.195820 -3.466231 0.005 -0.035 0.080
N 1.031756 3.471697 -3.602217 -0.042 0.018 -0.042
N 0.401095 3.881119 -2.461821 -0.022 0.042 -0.022
C 0.146924 2.880016 -1.627681 0.139 -0.043 0.020
S -0.744715 2.829280 -0.176543 0.062 -0.038 0.069
N 0.683377 1.807760 -2.235502 0.085 0.053 0.064
N 0.698229 0.557197 -1.606403 -0.309 0.530 0.191
H 2.037947 1.847522 -5.356838 0.009 0.002 0.004
H 0.992913 0.541818 -4.790851 -0.014 0.010 -0.008
H 2.617442 0.725631 -4.116103 0.004 -0.034 -0.002
H 0.179666 4.858138 -2.337887 0.012 0.004 0.005
H 1.770363 0.246831 -1.202895 0.754 -0.318 0.235
H 0.361027 -0.132975 -2.273769 -0.028 0.024 -0.020
C 1.497153 5.294693 2.612231 0.001 -0.005 0.003
C 2.326444 4.804280 1.439296 -0.033 -0.007 -0.003
C 3.814911 4.882696 1.721915 -0.009 -0.004 0.010
C 1.975200 5.573522 0.178189 0.003 -0.010 -0.001
O 1.981563 3.397996 1.101786 0.021 0.027 -0.041
P 1.629098 2.214175 2.077733 -0.270 -0.011 0.013
O 0.500717 2.400639 3.015094 0.038 0.061 0.005
O 1.325875 1.028799 1.066966 0.350 0.008 -0.082
O 3.008776 1.854184 2.731108 0.062 -0.167 0.022
C 3.308010 1.513539 4.148621 0.001 0.085 -0.017
C 4.800223 1.246033 4.140685 -0.007 -0.001 0.033
C 2.512566 0.286695 4.555584 -0.002 0.023 0.013
C 2.972761 2.701175 5.034111 -0.021 0.010 -0.018
H 1.698138 6.355283 2.763818 0.000 0.000 -0.004
H 1.745679 4.770013 3.532422 -0.002 -0.006 0.012
H 0.431799 5.167064 2.418919 0.001 -0.002 -0.003
H 4.081280 5.909502 1.973829 0.003 -0.003 -0.004
H 4.391819 4.591236 0.843895 0.002 -0.018 -0.009
H 4.092235 4.243265 2.558202 0.003 -0.008 0.003
H 2.216518 6.628275 0.306019 0.014 -0.002 -0.004
H 0.903368 5.494341 -0.019133 -0.005 0.011 0.005
H 2.543790 5.194551 -0.673371 -0.021 -0.008 -0.011
H 5.041089 0.396922 3.502123 0.004 -0.006 -0.012
H 5.141421 1.026654 5.152394 0.001 -0.016 -0.005
H 5.341560 2.121412 3.781782 -0.002 0.002 0.007
H 2.790650 -0.581887 3.958321 0.018 -0.043 -0.066
H 1.443991 0.478665 4.453688 -0.003 0.010 0.015
H 2.721566 0.054070 5.600113 0.016 -0.012 -0.004
H 3.555830 3.576131 4.745767 -0.007 0.006 -0.003
H 3.225487 2.461568 6.067169 0.019 -0.002 -0.004
H 1.911071 2.938957 4.984693 -0.001 -0.004 0.011
```
Forces are in eV/Å.

=====

The following is a quantum chemistry calculation of a cluster of 2 separate species, C7H10O in total in a non-equilibrium geometry, from OMol25.

Computed properties:
LUMO = 0.76 eV
spin multiplicity = 1

```
18
Properties=species:S:1:pos:R:3:forces:R:3
C 1.455436 -0.695219 0.410086 1.461 0.294 0.624
C -1.238373 1.081124 -0.048352 -0.207 -0.167 0.050
C 1.234811 -1.954423 1.189276 -0.391 0.257 0.123
C -0.803485 -0.220156 -0.656687 1.439 -0.257 -0.204
C -1.570294 -1.045438 -1.342101 -0.177 -0.049 0.014
O 1.560651 0.342036 1.249235 -0.315 -0.557 -0.175
C -0.409550 2.192782 -0.500120 0.197 0.152 -0.007
C 0.307071 3.081995 -0.865611 -0.120 -0.183 0.139
H 1.728626 1.157650 0.748814 -0.006 -0.195 -0.088
H 0.433734 -0.455029 -0.593176 -2.152 0.411 -0.341
H -1.150089 1.012452 1.042606 -0.071 0.045 -0.050
H -2.287424 1.288941 -0.285578 0.055 -0.040 0.072
H 2.216611 -2.411913 1.340085 0.038 0.087 -0.068
H 0.774631 -1.793837 2.169448 0.019 -0.019 0.018
H 0.634026 -2.652076 0.605804 0.068 0.015 0.006
H -2.612401 -0.829780 -1.553496 -0.100 0.023 0.070
H -1.194258 -1.982113 -1.731304 0.110 -0.018 -0.061
H 0.920276 3.883003 -1.178931 0.151 0.202 -0.122
```
Forces are in eV/Å.

=====

| no. | E (a.u.) |
| --- | --- |
| 1 | -2711.512193 |
| 2 | -1781.093341 |
| 3 | -3173.203465 |
| 4 | -347.747668 |